Entry 1:
77
Properties=species:S:1:pos:R:3:forces:R:3 method="wB97M-V/def2-TZVPD" spin_multiplicity=1 gap_ev=6.5348 max_force_ev_per_a=7.796
Li 1.12011 2.22161 -1.49447 0.089 -0.261 0.216
Li 1.78770 -0.30846 2.61987 0.541 0.029 -1.086
Li -0.05226 -0.36934 -0.58898 0.406 0.309 -0.434
C 2.29887 0.87794 0.51303 3.253 -3.382 3.954
O 2.52989 1.73163 -0.26985 -0.125 5.374 -5.647
O 1.15888 0.54434 0.92397 -5.290 -1.194 0.486
O 3.26994 0.28364 1.09389 0.806 -1.383 1.438
C 0.04649 1.29127 -3.65879 2.379 -1.419 1.432
O 0.57282 2.59620 -3.46520 -0.452 1.823 1.027
O 0.05581 0.68923 -2.40465 -0.719 0.971 -1.895
C -1.28483 1.22130 -4.44766 -0.946 2.939 1.822
F -1.32772 1.68952 -5.71231 0.897 -0.349 -0.097
F -1.83738 0.05937 -4.42260 -0.300 -2.101 -0.277
F -2.17542 2.05614 -3.78779 0.104 -0.018 0.039
C 1.10394 3.37109 -4.55192 -1.010 -0.411 0.034
C 1.64876 4.67812 -3.99295 -0.070 -0.531 0.912
H 2.37965 4.44119 -3.21981 0.402 -0.110 -0.167
H 2.10830 5.36168 -4.70686 -0.209 -0.234 -0.153
H 0.88346 5.18209 -3.40267 -0.294 0.188 -0.407
H 0.24098 3.50543 -5.20410 0.323 0.457 -0.500
H 1.85108 2.76663 -5.06622 0.239 0.069 -0.147
H 0.84886 0.93129 -4.30277 -0.105 -1.299 -0.718
N 0.80208 -2.44435 -1.19624 -0.520 -0.587 -1.003
C 0.81821 -3.46523 -0.33380 -0.422 0.133 -0.393
C 1.68978 -4.51303 -0.44877 1.005 -0.611 -0.273
C 2.55575 -4.53470 -1.54575 0.444 -0.396 0.486
C 2.44273 -3.60309 -2.53866 -0.167 -0.380 0.475
C 1.50737 -2.61759 -2.32861 0.140 1.789 0.154
H 0.00968 -3.51092 0.38076 0.229 0.434 0.590
H 1.75178 -5.26314 0.32576 -0.122 -0.130 -0.026
H 3.38281 -5.21304 -1.69491 -0.180 -0.588 0.558
H 3.14124 -3.68200 -3.35857 -0.378 0.433 -0.341
H 1.41534 -1.83418 -3.06632 -0.205 0.313 0.062
N 0.05618 3.79398 -0.45720 -1.037 0.154 -1.398
C -1.19848 4.06701 -0.97982 0.479 -0.423 2.291
C -2.20970 4.69044 -0.22302 1.964 -0.797 -0.626
C -1.83249 5.14066 1.04152 0.094 -1.169 0.825
C -0.54449 4.93832 1.54873 1.811 -0.767 -1.614
C 0.44924 4.21763 0.74313 -3.168 1.780 -0.483
H -1.46838 3.58103 -1.90577 0.419 0.082 -0.320
H -3.20887 4.66191 -0.63197 -0.119 0.470 0.217
H -2.60774 5.37373 1.75641 -0.060 0.804 -0.024
H -0.22214 5.35100 2.49329 -0.280 -0.140 0.222
H 1.50466 4.07292 0.92073 -0.058 -0.226 0.697
N 2.84303 -2.11966 3.56742 0.357 0.648 0.541
C 3.42563 -2.97829 2.71746 -0.115 -1.062 0.034
C 3.61441 -4.34696 2.98708 -0.350 0.492 2.659
C 3.26465 -4.81861 4.32801 -0.241 2.374 -2.366
C 2.71378 -3.86919 5.20706 0.704 0.436 -0.557
C 2.58507 -2.47560 4.81685 -0.299 -3.076 -0.527
H 3.72528 -2.50759 1.79277 -0.061 -0.132 -0.338
H 4.09408 -5.03813 2.30987 -0.058 0.207 -0.262
H 3.40092 -5.86634 4.55182 -0.099 0.045 0.320
H 2.44020 -4.24484 6.18197 -0.100 0.437 0.258
H 2.12663 -1.73639 5.45701 0.051 -0.007 0.196
N -2.20814 -0.27212 -0.56598 -0.015 0.994 0.802
C -3.12957 -0.95062 -1.25688 -0.866 1.011 1.213
C -4.43485 -0.47135 -1.30918 -0.576 -0.035 -0.328
C -4.80889 0.75937 -0.74029 -0.601 -1.751 -2.012
C -3.83281 1.48310 -0.19061 2.304 1.454 1.777
C -2.56043 0.93434 -0.00929 0.354 -1.709 -2.090
H -2.88965 -1.90888 -1.69342 0.352 0.069 -0.125
H -5.16167 -1.02490 -1.88513 -0.119 -0.134 0.051
H -5.77640 1.19622 -0.93901 -0.201 -0.209 0.171
H -3.97234 2.51123 0.10920 -0.173 0.018 0.235
H -1.69677 1.47137 0.35414 -0.171 0.285 0.478
N -0.23536 -1.00935 3.19416 0.366 0.469 -0.108
C -1.25278 -0.15386 2.96509 -1.925 -2.023 2.083
C -2.58795 -0.65825 3.05592 -0.059 -0.901 -0.763
C -2.84089 -2.03266 3.10322 2.166 -0.185 1.005
C -1.72881 -2.89909 3.21811 -1.125 1.365 -0.570
C -0.46282 -2.32194 3.31510 -1.351 -0.632 -0.235
H -1.12742 0.90015 3.16448 0.597 0.167 -0.841
H -3.52939 -0.12903 3.05676 0.457 1.117 -0.048
H -3.80209 -2.45697 3.35314 -0.374 0.264 -0.623
H -1.94768 -3.95667 3.22257 0.539 -0.170 0.346
H 0.29075 -3.03769 3.60877 0.846 0.530 -0.291

=====

Entry 2:
122
Properties=species:S:1:pos:R:3:forces:R:3 method="wB97M-V/def2-TZVPD" spin_multiplicity=6 gap_ev="5.1315 / 4.9797" s2=8.763 total_charge=+2 max_force_ev_per_a=0.453
Fe 0.61805 -1.17822 -0.88580 -0.033 -0.011 -0.451
C 1.07811 -4.24490 4.68788 -0.026 -0.047 0.007
C 1.78746 -2.94105 4.31778 0.005 0.001 -0.013
C 1.94594 -2.78076 2.83968 0.055 0.053 0.034
C 3.02438 -3.09204 2.06660 0.010 0.020 0.070
C 4.33161 -3.68536 2.48596 -0.016 0.006 0.004
C 4.37615 -5.20056 2.27443 0.008 -0.037 -0.012
C 2.66336 -2.76802 0.71272 -0.083 -0.058 -0.172
N 1.38524 -2.28163 0.64225 0.207 0.266 0.302
C 0.93681 -2.26509 1.95249 -0.078 -0.088 -0.165
C -0.30329 -1.82365 2.34980 -0.060 0.020 0.037
C -1.27892 -1.26407 1.53467 0.173 -0.001 -0.013
C -2.57551 -0.85169 1.97717 -0.045 0.042 0.018
C -3.10174 -1.00906 3.36925 0.024 0.048 0.003
C -3.62864 -2.41885 3.64174 -0.017 -0.061 -0.003
C -3.22931 -0.36695 0.87327 -0.029 -0.021 0.027
C -2.32353 -0.49635 -0.22593 0.115 -0.015 -0.087
C -2.60042 -0.11685 -1.53173 -0.043 0.022 0.027
C -1.76281 -0.26489 -2.61119 0.023 -0.064 0.041
N -0.51730 -0.85101 -2.56035 -0.113 -0.045 -0.193
C -0.06364 -0.84839 -3.85408 0.000 -0.063 0.089
C 1.14880 -1.37795 -4.26662 0.028 -0.003 -0.028
C 2.10847 -1.94659 -3.45429 -0.048 0.118 0.074
N 2.03974 -1.99921 -2.08330 0.056 -0.392 -0.092
C 3.18708 -2.64985 -1.68738 -0.123 0.073 0.026
C 3.49404 -2.95917 -0.38328 0.042 0.000 -0.001
C 4.00538 -2.97979 -2.83026 0.005 0.029 -0.021
C 3.32699 -2.55568 -3.92994 0.055 0.023 0.017
C 3.74669 -2.64399 -5.36217 -0.030 -0.085 0.005
C 4.43494 -1.36728 -5.84566 0.015 0.060 0.001
C 5.30930 -3.70763 -2.77346 0.019 0.049 -0.012
C 5.12129 -5.22089 -2.65634 -0.014 -0.057 0.004
C -1.02990 -0.24123 -4.73795 0.010 0.045 -0.015
C -2.08540 0.12756 -3.96197 0.014 0.006 -0.008
C -3.33689 0.83858 -4.36333 -0.039 -0.055 -0.051
C -3.32045 2.31792 -3.97516 0.022 0.044 0.005
C -0.82879 -0.03725 -6.20569 -0.036 -0.060 -0.011
C 0.08609 1.14967 -6.51241 0.026 0.034 -0.006
N -1.12403 -1.02472 0.18851 -0.140 -0.010 0.086
C -4.63568 0.13504 0.77758 0.009 0.037 -0.010
C -5.61212 -0.93679 0.28833 -0.012 -0.037 -0.006
H 0.94211 -4.32473 5.76495 0.009 0.011 0.030
H 1.65627 -5.10679 4.35726 0.015 -0.017 -0.013
H 0.09710 -4.30960 4.21551 -0.024 0.009 -0.009
H 2.77193 -2.91138 4.78685 -0.005 -0.014 0.007
H 1.23526 -2.08986 4.72469 -0.003 -0.002 -0.001
H 4.50609 -3.45769 3.53841 0.003 -0.006 0.002
H 5.14625 -3.20837 1.93645 0.003 -0.001 -0.005
H 3.61456 -5.69937 2.87262 -0.022 -0.005 0.016
H 5.34634 -5.60426 2.55855 0.022 0.003 0.014
H 4.19391 -5.46144 1.23119 0.000 0.002 -0.025
H -0.54764 -1.93332 3.39882 0.016 0.017 0.008
H -3.89919 -0.28193 3.53661 -0.012 -0.002 0.001
H -2.31560 -0.77133 4.09190 -0.002 -0.004 0.013
H -4.44301 -2.66656 2.96202 -0.013 -0.001 -0.017
H -4.00080 -2.50735 4.66100 -0.005 0.014 0.024
H -2.84493 -3.16371 3.50041 0.015 -0.008 -0.007
H -3.57626 0.30826 -1.72333 -0.023 0.017 -0.001
H 1.35027 -1.37084 -5.32893 0.003 0.019 -0.014
H 4.45389 -3.42166 -0.19934 0.014 0.002 0.009
H 2.87903 -2.86174 -5.98880 0.006 -0.005 -0.005
H 4.41919 -3.49478 -5.48087 0.010 0.015 -0.008
H 3.76957 -0.50549 -5.76642 -0.014 0.010 0.003
H 4.74114 -1.45939 -6.88586 0.002 -0.014 -0.031
H 5.32274 -1.15459 -5.24985 0.015 -0.005 0.013
H 5.90204 -3.33719 -1.93353 -0.001 -0.009 0.004
H 5.88433 -3.47423 -3.67059 0.004 -0.012 -0.004
H 4.55829 -5.48129 -1.75928 -0.011 -0.001 0.021
H 6.08251 -5.72931 -2.61235 0.032 -0.002 0.002
H 4.57145 -5.61127 -3.51244 -0.012 0.003 -0.021
H -4.20216 0.34476 -3.91418 0.000 0.006 0.010
H -3.46897 0.74982 -5.44208 -0.011 0.001 0.012
H -3.18341 2.43913 -2.89889 0.001 -0.001 0.039
H -4.25267 2.80591 -4.25374 -0.031 0.004 -0.023
H -2.50385 2.84046 -4.47389 0.020 0.005 -0.012
H -1.79738 0.11555 -6.68257 0.005 0.002 -0.003
H -0.41913 -0.94759 -6.65019 0.004 0.007 0.001
H -0.33795 2.07662 -6.12519 -0.010 0.017 0.016
H 0.22658 1.26873 -7.58528 -0.013 -0.010 -0.026
H 1.07150 1.01870 -6.06147 0.014 -0.004 0.013
H -4.67568 0.99724 0.10551 0.001 0.009 -0.006
H -4.95427 0.49775 1.75681 -0.014 0.003 0.008
H -5.30979 -1.32954 -0.68268 0.008 -0.001 -0.019
H -6.61879 -0.53341 0.19336 -0.021 0.017 0.008
H -5.64811 -1.77435 0.98403 0.005 -0.015 0.010
O 1.40665 0.82112 -1.58769 0.067 0.161 0.371
H 2.25148 1.14397 -1.24697 0.051 -0.048 -0.087
H 1.43736 0.92597 -2.54957 -0.079 -0.155 -0.033
O 1.31313 0.50611 1.04616 0.128 0.378 0.170
N 0.71692 1.37120 1.57464 0.017 -0.187 -0.073
C -0.08270 5.01312 4.88106 -0.046 0.075 -0.017
C 0.37385 3.68442 5.47388 0.007 -0.056 0.068
C 0.51358 2.53421 4.47781 -0.049 -0.081 0.061
C -0.79400 1.97049 3.94134 -0.173 -0.153 -0.174
N -1.52671 2.88483 3.04283 0.125 0.220 -0.031
C -1.52749 2.99911 1.73508 -0.053 -0.061 -0.414
S -0.62755 2.03657 0.54470 -0.162 -0.004 0.348
N -2.34763 3.84011 1.11393 0.050 0.043 0.256
C -3.27319 4.78560 1.75986 0.018 -0.125 -0.072
C -2.64819 6.15075 2.02469 -0.063 -0.020 0.075
C -2.30133 6.96463 0.77932 -0.041 0.045 -0.001
C -1.09330 6.47763 -0.01787 0.043 -0.016 -0.047
H 0.12549 5.83452 5.56422 0.006 0.004 0.028
H -1.15956 5.04899 4.69604 -0.021 -0.017 0.008
H 0.42999 5.23240 3.94165 0.030 -0.004 -0.019
H -0.30488 3.38708 6.27859 0.023 -0.006 0.018
H 1.34593 3.82719 5.94767 0.010 0.013 -0.031
H 1.02120 1.70151 4.97248 -0.010 -0.004 -0.013
H 1.15076 2.82844 3.64399 0.045 0.056 -0.049
H -1.48629 1.76802 4.76082 0.032 -0.004 0.009
H -0.66051 1.03019 3.40211 0.043 0.081 0.119
H -2.05780 3.60184 3.51870 0.011 -0.037 0.013
H -2.22226 3.95454 0.12054 0.061 -0.036 -0.028
H -3.64473 4.32390 2.67659 -0.034 0.023 0.000
H -4.13743 4.86706 1.09949 0.038 0.054 -0.019
H -1.75879 6.02868 2.65181 0.004 0.015 -0.021
H -3.37256 6.70946 2.62163 0.004 -0.002 0.012
H -2.10881 7.98699 1.10623 0.014 -0.005 0.016
H -3.17977 7.02390 0.13075 -0.010 0.024 -0.002
H -0.28028 6.16470 0.64045 0.031 0.005 0.025
H -0.70838 7.27290 -0.65330 -0.003 0.026 -0.011
H -1.32250 5.64791 -0.69070 -0.026 -0.042 0.002

=====

Entry 3:
11
Properties=species:S:1:pos:R:3:forces:R:3 method="wB97M-V/def2-TZVPD" spin_multiplicity=1 e_above_lowest_ev=4.601 gap_ev=4.8299 total_charge=+1 max_force_ev_per_a=4.306
C 1.94137 -0.15846 -0.04795 1.094 0.397 -0.552
C 2.52972 1.00024 -0.49049 -1.456 0.416 1.976
C -2.26361 0.34397 0.46693 -3.116 -0.966 1.629
C 1.50506 -1.26455 0.26977 1.028 2.220 -0.736
N -1.41147 0.74272 -0.31855 2.526 1.191 -3.277
H 1.88928 1.73104 -0.98278 -0.023 -0.365 -0.702
H 3.44393 1.48615 -0.07922 -0.174 -1.203 -0.465
H -3.21269 0.08308 -0.01773 -0.370 -0.272 1.097
H -2.17045 0.28332 1.59542 0.222 0.065 -1.426
H 1.36565 -2.23278 0.60954 -0.612 -1.455 0.497
H -1.80828 0.74694 -1.32213 0.883 -0.027 1.960

=====

Entry 4:
9
Properties=species:S:1:pos:R:3:forces:R:3 method="wB97M-V/def2-TZVPD" spin_multiplicity=1 e_above_lowest_ev=4.020 gap_ev="6.6568 / 7.1781" max_force_ev_per_a=3.304
O -0.90816 -1.29093 2.89996 -1.797 0.794 -2.045
Si 0.03163 0.42021 -1.15164 0.889 3.049 0.912
Si -1.21975 0.21634 2.25181 0.979 -0.206 0.154
Cl -3.23402 0.45546 2.48629 -0.174 0.100 -0.220
Cl -0.28059 1.53683 3.63435 -0.277 -0.351 -0.703
H -0.20455 -1.34480 3.49710 1.733 -0.118 1.407
H 1.41658 0.20081 -0.78209 0.379 -0.349 0.238
H -0.64116 -0.73072 -1.52941 -0.985 -1.453 -0.847
H 0.17523 1.68493 -2.13550 -0.747 -1.466 1.104